[1]
{
  "formula": "C23H28BrClF5IN2O2PSSi2",
  "method": "ωB97M-V/def2-TZVPD",
  "symbols": ["C", "C", "C", "C", "C", "C", "O", "I", "C", "Cl", "C", "C", "S", "C", "C", "C", "C", "C", "P", "O", "Br", "C", "N", "C", "F", "F", "C", "F", "F", "F", "H", "H", "H", "H", "H", "H", "H", "H", "H", "H", "C", "Si", "C", "C", "N", "Si", "C", "C", "C", "H", "H", "H", "H", "H", "H", "H", "H", "H", "H", "H", "H", "H", "H", "H", "H", "H", "H"],
  "coordinates": [[0.3311, -4.8090, -0.0839], [-0.5218, -3.4870, -0.4703], [0.1126, -2.1392, -0.8839], [-0.8697, -0.9821, -1.2356], [-0.2414, 0.4147, -1.7148], [-0.3673, 1.4139, -0.4352], [-0.8107, 2.5727, -0.5217], [0.2265, 0.6853, 1.5507], [-2.4269, -1.1209, -1.1493], [-3.3876, 0.3542, -1.5951], [-3.0757, -2.4779, -0.7324], [-2.0579, -3.6357, -0.4251], [-2.8586, -5.2599, 0.0459], [-4.2919, -4.6492, 1.0785], [-4.6806, -5.4248, 2.3495], [-5.8488, -4.8671, 3.1941], [-6.5281, -3.5668, 2.7309], [-6.1291, -2.7611, 1.4364], [-7.1206, -1.1833, 1.1603], [-8.7547, -1.7585, 0.9720], [-6.6730, -0.1370, -0.7686], [-4.9853, -3.3405, 0.5687], [-4.5650, -2.6622, -0.6666], [-5.0750, -3.2514, -1.9026], [-5.2699, -2.1584, -2.8265], [-4.1716, -4.1312, -2.5799], [-6.4766, -4.0108, -1.8236], [-6.8799, -4.2280, -3.1856], [-7.5308, -3.2608, -1.2561], [-6.3908, -5.3311, -1.2820], [1.4591, -4.5731, -0.0771], [-0.0314, -5.1479, 0.9496], [0.0895, -5.6421, -0.8425], [1.2445, -2.0660, -0.9364], [0.8443, 0.2894, -2.0571], [-0.8634, 0.8947, -2.5450], [-4.1518, -6.3711, 2.6925], [-6.1963, -5.3735, 4.1639], [-7.3790, -3.1699, 3.3985], [-9.2106, -1.7121, 1.8414], [3.2320, 1.8105, -1.2760], [4.0065, 3.3362, -0.4620], [3.0045, 3.6831, 1.0914], [3.7695, 4.7636, -1.6627], [5.6659, 3.0059, -0.1304], [6.6834, 4.1832, 0.6148], [6.1060, 4.6664, 2.3391], [6.8720, 5.7462, -0.4150], [8.4180, 3.4532, 0.8129], [2.1744, 2.0023, -1.4939], [3.7374, 1.5737, -2.2147], [3.2928, 0.9441, -0.6116], [1.9338, 3.6796, 0.8572], [3.2391, 4.6607, 1.5161], [3.1853, 2.9178, 1.8497], [4.4061, 4.6427, -2.5428], [3.9922, 5.7260, -1.1981], [2.7280, 4.8025, -2.0034], [5.2084, 5.2872, 2.3067], [6.8834, 5.2484, 2.8483], [5.8996, 3.7800, 2.9432], [7.1253, 5.5017, -1.4497], [7.6757, 6.3718, -0.0101], [5.9610, 6.3476, -0.4099], [8.8384, 3.1833, -0.1606], [8.3927, 2.5610, 1.4434], [9.0828, 4.1857, 1.2824]],
  "forces_ev_per_angstrom": [[-0.7, 1.0, -0.3], [-1.5, 1.5, -0.5], [-4.9, -1.1, 0.1], [-0.3, -2.0, 0.2], [-0.8, -0.6, 1.2], [-1.2, 3.7, -1.5], [1.8, -4.7, 0.3], [-0.1, 0.1, -0.8], [2.1, -2.7, 0.7], [1.1, -2.0, 0.6], [4.3, 1.1, -0.5], [-0.1, 2.8, -0.4], [-0.4, 2.0, 0.7], [-1.2, 1.1, 1.1], [-2.1, 3.3, -0.8], [1.1, 2.1, -3.3], [1.9, -1.0, -1.2], [1.9, -4.1, 0.2], [-1.4, -0.1, 1.4], [1.7, 0.2, 0.3], [-0.5, -0.8, 0.5], [-1.5, -1.8, 4.0], [1.6, -2.1, -0.1], [0.6, 1.1, -1.6], [0.4, -2.5, 1.7], [-2.0, 1.7, 1.4], [-2.2, -1.5, -1.9], [1.0, 0.5, 3.2], [2.9, -2.1, -1.0], [-0.2, 3.7, -0.8], [-1.9, -0.4, 0.0], [0.7, 0.4, -1.5], [0.5, 1.3, 1.2], [-1.8, 0.2, 0.0], [-1.5, 0.2, 0.8], [0.9, -0.7, 1.2], [-0.6, 1.5, -0.8], [0.6, 0.9, -1.8], [1.5, -0.6, -1.3], [0.6, 0.2, -0.8], [-0.4, 0.1, 0.0], [2.9, -0.8, 0.5], [-0.6, 0.1, -0.1], [-0.6, 0.1, -0.2], [-0.7, 1.5, 0.4], [-1.3, -2.3, -1.3], [0.3, 0.5, 0.3], [0.4, 0.5, 0.2], [0.1, 0.3, 0.1], [0.0, 0.0, -0.1], [0.1, 0.0, 0.0], [0.1, 0.0, 0.0], [-0.1, 0.0, 0.1], [0.0, 0.0, 0.0], [0.1, 0.0, 0.0], [0.0, 0.0, 0.1], [0.1, 0.0, 0.0], [0.0, 0.1, -0.1], [0.0, -0.1, 0.0], [0.0, 0.0, 0.1], [0.0, 0.0, -0.1], [-0.1, 0.0, 0.0], [0.0, 0.1, -0.1], [0.0, 0.0, -0.1], [-0.1, 0.0, 0.1], [0.0, 0.0, -0.1], [0.1, 0.0, 0.0]],
  "total_charge": -1,
  "multiplicity": 1,
  "homo_energy_ev": -3.3,
  "energy_ev": -171509.14241
}

[2]
{
  "formula": "C23H28BrN2O3S2V",
  "method": "ωB97M-V/def2-TZVPD",
  "symbols": ["V", "C", "C", "C", "C", "C", "C", "C", "Br", "C", "O", "C", "C", "C", "C", "C", "C", "H", "H", "H", "H", "H", "H", "H", "H", "H", "H", "H", "H", "H", "H", "H", "H", "H", "H", "H", "H", "S", "C", "N", "C", "C", "C", "C", "C", "C", "S", "H", "H", "H", "H", "N", "C", "C", "O", "O", "H", "H", "H", "H"],
  "coordinates": [[-2.3380, -0.5503, 1.2861], [4.5924, -3.6682, 0.3762], [4.3388, -2.3432, -0.3418], [4.6178, -2.5308, -1.8416], [5.2863, -1.2786, 0.2336], [2.9016, -1.8646, -0.1684], [1.9698, -2.5760, 0.5893], [0.6951, -2.0736, 0.6960], [-0.5978, -2.9932, 1.7609], [0.3017, -0.8933, 0.0666], [-0.9960, -0.5225, 0.2241], [1.2149, -0.1411, -0.6843], [2.4931, -0.6685, -0.7749], [0.8144, 1.1801, -1.3508], [2.0001, 1.8104, -2.0855], [-0.3026, 0.9335, -2.3779], [0.3472, 2.1857, -0.2844], [5.6275, -3.9668, 0.2141], [3.9601, -4.4716, -0.0082], [4.4456, -3.5859, 1.4555], [5.6430, -2.8768, -1.9754], [4.5090, -1.5999, -2.3997], [3.9506, -3.2746, -2.2801], [6.3173, -1.6125, 0.1144], [5.1045, -1.1198, 1.2982], [5.1886, -0.3210, -0.2797], [2.2357, -3.4975, 1.0857], [3.2273, -0.1240, -1.3488], [2.3701, 1.1690, -2.8865], [2.8258, 2.0429, -1.4109], [1.6749, 2.7449, -2.5424], [0.0281, 0.2351, -3.1477], [-0.5593, 1.8741, -2.8676], [-1.2112, 0.5343, -1.9253], [1.1101, 2.3284, 0.4849], [-0.5920, 1.8847, 0.1888], [0.1656, 3.1543, -0.7516], [-3.5374, -2.2867, 0.4175], [-4.2819, -0.8267, -0.1626], [-3.6505, 0.2992, 0.1795], [-4.2995, 1.4624, -0.2609], [-3.9072, 2.7776, -0.0616], [-4.7035, 3.7659, -0.6053], [-5.8577, 3.4491, -1.3322], [-6.2459, 2.1372, -1.5318], [-5.4481, 1.1432, -0.9782], [-5.6909, -0.5900, -1.0593], [-3.0120, 3.0203, 0.4959], [-4.4307, 4.8030, -0.4681], [-6.4596, 4.2457, -1.7470], [-7.1378, 1.8966, -2.0939], [-0.8468, 0.0777, 2.7123], [-1.3950, 0.2644, 4.0783], [-2.8774, -0.0308, 4.0505], [-3.6033, 0.0064, 4.9758], [-3.2744, -0.3469, 2.7719], [-0.0982, -0.6114, 2.7090], [-0.4331, 0.9387, 2.3541], [-1.2517, 1.2868, 4.4239], [-0.9173, -0.4050, 4.7912]],
  "forces_ev_per_angstrom": [[-0.1, -0.4, -0.1], [0.0, 0.0, 0.0], [-0.1, 0.0, 0.0], [0.0, 0.0, 0.0], [0.0, 0.0, 0.0], [0.0, 0.0, 0.0], [0.1, 0.0, 0.0], [0.0, -0.1, 0.1], [-0.1, 0.1, 0.1], [-0.1, 0.0, 0.2], [0.2, 0.1, -0.3], [0.0, 0.2, -0.1], [0.1, -0.1, 0.0], [0.0, 0.0, 0.0], [0.0, 0.0, 0.0], [0.0, 0.0, 0.0], [0.0, 0.0, 0.0], [0.0, 0.0, 0.0], [0.0, 0.0, 0.0], [0.0, 0.0, 0.0], [0.0, 0.0, 0.0], [0.0, 0.0, 0.0], [0.0, 0.0, 0.0], [0.0, 0.0, 0.0], [0.0, 0.0, 0.0], [0.0, 0.0, 0.0], [0.0, 0.0, 0.0], [0.0, 0.0, 0.0], [0.0, 0.0, 0.0], [0.0, 0.0, 0.0], [0.0, 0.0, 0.0], [0.0, 0.0, 0.0], [0.0, 0.0, 0.0], [0.0, 0.0, 0.0], [0.0, 0.0, 0.0], [0.0, 0.0, 0.0], [0.0, 0.0, 0.0], [0.0, 0.1, 0.0], [0.1, 0.0, 0.1], [0.2, 0.2, 0.1], [0.1, -0.3, 0.2], [0.0, 0.0, 0.0], [0.0, 0.0, 0.0], [0.0, 0.0, 0.0], [0.0, 0.0, 0.0], [-0.1, 0.0, -0.1], [-0.2, 0.0, -0.1], [0.0, 0.0, 0.0], [0.0, 0.0, 0.0], [0.0, 0.0, 0.0], [0.0, 0.0, 0.0], [-0.1, 0.1, 0.1], [0.2, 0.0, -0.2], [0.1, 0.1, 0.4], [-0.1, 0.0, -0.2], [-0.2, -0.1, 0.0], [0.0, 0.0, 0.0], [0.0, 0.0, 0.0], [0.0, 0.0, 0.0], [0.0, 0.0, 0.0]],
  "total_charge": 2,
  "de_lowest_ev": 0.4090,
  "multiplicity": 1,
  "homo_energy_ev": [-14.8, -14.8],
  "energy_ev": -150814.64008
}

[3]
{
  "formula": "C23H28ClFN3O6",
  "method": "ωB97M-V/def2-TZVPD",
  "symbols": ["Cl", "O", "O", "O", "O", "N", "C", "C", "C", "C", "C", "H", "H", "H", "H", "H", "N", "C", "C", "C", "C", "C", "H", "H", "H", "H", "H", "N", "C", "C", "C", "C", "C", "H", "H", "H", "H", "H", "C", "O", "H", "H", "H", "H", "C", "O", "H", "H", "H", "H", "F", "C", "C", "C", "C", "C", "C", "H", "H", "H", "H", "H"],
  "coordinates": [[-1.3943, 0.0685, -0.4984], [-0.8715, 1.4065, -0.7365], [-2.4393, 0.0814, 0.4680], [-2.0976, -0.2998, -1.6968], [-0.3615, -0.8295, -0.1551], [3.0230, -3.9693, -0.0356], [1.7102, -4.0758, -0.4679], [1.0422, -3.0249, -1.0856], [1.6330, -1.8048, -1.1580], [2.9640, -1.6278, -0.7440], [3.5649, -2.7382, -0.1871], [1.3037, -5.0730, -0.3859], [0.0902, -3.1655, -1.5757], [1.0272, -0.9912, -1.5286], [3.4033, -0.6475, -0.8553], [4.5304, -2.7122, 0.2961], [-4.5588, 1.7761, -1.6261], [-4.5390, 0.4949, -1.2113], [-5.4462, -0.0081, -0.2999], [-6.4953, 0.8087, 0.1630], [-6.4738, 2.1802, -0.2271], [-5.5217, 2.6257, -1.1586], [-3.7313, -0.1002, -1.6112], [-5.3109, -1.0286, 0.0267], [-7.2448, 0.4314, 0.8430], [-7.1728, 2.9062, 0.1613], [-5.4931, 3.6451, -1.5143], [1.1007, 1.9419, -2.0241], [2.4304, 1.7421, -2.0635], [3.0934, 0.6528, -2.6480], [2.3101, -0.2917, -3.3090], [0.9222, -0.1546, -3.3098], [0.3762, 0.9919, -2.7399], [3.0066, 2.4823, -1.5282], [4.1576, 0.4835, -2.5749], [2.7999, -1.1506, -3.7436], [0.2882, -0.9409, -3.6920], [-0.6997, 1.0492, -2.6662], [-0.7415, 2.1150, 1.9538], [-0.2635, 3.3001, 1.3207], [0.1346, 1.6275, 2.3814], [-1.4228, 2.3633, 2.7677], [-1.1432, 1.4247, 1.2121], [-0.2182, 4.0142, 1.9607], [1.5600, 0.8893, 0.5682], [1.5035, 2.3386, 0.5175], [2.5567, 0.6452, 0.9356], [0.7992, 0.4282, 1.1981], [1.4504, 0.3737, -0.3859], [2.1338, 2.5912, 1.1961], [4.1312, -0.7332, 3.4921], [2.8369, -0.9677, 3.0943], [2.5251, -2.0475, 2.2306], [1.2303, -2.1303, 1.7405], [0.2114, -1.2932, 2.1936], [0.5162, -0.2294, 3.0680], [1.8406, -0.1353, 3.5382], [3.3498, -2.5526, 1.7498], [1.0358, -2.9034, 1.0120], [-0.7681, -1.4549, 1.7685], [-0.2129, 0.4942, 3.4015], [2.0292, 0.7086, 4.1852]],
  "forces_ev_per_angstrom": [[-2.5, 2.8, -2.1], [-0.9, -1.4, 1.7], [-0.1, -0.3, 2.1], [2.0, -1.6, -1.7], [-0.5, -0.8, -0.3], [-2.4, 0.8, -0.9], [2.6, -0.1, -0.8], [0.0, -1.7, -0.5], [1.3, 0.7, -0.3], [-1.2, -0.8, -0.1], [0.4, -1.2, -0.2], [-0.2, 0.0, 0.1], [-0.3, -0.1, 0.4], [0.9, -0.8, 0.3], [0.3, -0.4, 0.4], [0.5, 0.4, -0.4], [-1.0, 0.6, 0.0], [-0.7, 1.5, -0.3], [-1.3, 0.4, 0.3], [1.4, 1.0, -0.6], [0.2, -0.7, -0.5], [0.7, -2.5, 0.7], [-0.8, 0.1, 0.1], [-0.3, -0.1, 0.1], [0.0, 0.0, 0.1], [-0.3, -0.1, 0.1], [0.0, 0.1, 0.0], [0.7, -1.6, -3.3], [-0.5, 0.3, -0.1], [-1.3, 0.0, -0.9], [0.4, 0.7, -0.1], [0.6, 1.3, -0.7], [1.0, 0.5, 0.7], [0.1, 0.1, 0.1], [0.1, 0.4, 0.0], [-0.1, -0.2, 0.0], [-0.2, 0.1, -0.2], [0.3, 0.5, -0.6], [1.2, 1.0, 0.3], [-2.3, 1.4, 0.5], [-0.4, 0.8, -0.2], [-0.4, -0.2, 0.0], [-0.1, 1.1, 1.0], [-0.3, -0.1, 0.2], [0.9, 0.4, -0.1], [2.0, -2.3, -0.7], [0.0, -0.4, 0.2], [0.8, 0.9, -0.6], [0.1, 1.1, 0.3], [-0.1, 0.3, 0.1], [-0.6, -0.3, -0.2], [-0.6, -1.1, -0.4], [0.9, 2.2, 0.8], [0.0, -0.4, 1.4], [0.2, 0.0, 1.2], [0.7, -2.8, 0.7], [-0.9, 1.0, 0.1], [-0.4, -0.3, 1.1], [-0.3, 0.5, 0.8], [0.0, 0.2, 0.6], [0.0, -0.8, 0.3], [0.5, 0.0, 0.2]],
  "total_charge": -1,
  "de_lowest_ev": 5.3553,
  "multiplicity": 1,
  "homo_energy_ev": -5.5,
  "energy_ev": -56286.67255
}

[4]
{
  "formula": "C23H28F5N4O2PS2TeV",
  "method": "ωB97M-V/def2-TZVPD",
  "symbols": ["V", "C", "C", "N", "N", "C", "N", "S", "C", "C", "C", "C", "C", "N", "H", "H", "H", "H", "H", "H", "H", "H", "H", "C", "P", "C", "C", "C", "C", "C", "C", "C", "C", "C", "C", "C", "C", "H", "H", "H", "H", "H", "H", "H", "H", "H", "H", "H", "H", "H", "C", "S", "C", "O", "H", "H", "H", "H", "H", "H", "F", "Te", "F", "F", "F", "F", "O"],
  "coordinates": [[1.1564, -0.6378, -1.1962], [-1.6632, 0.6158, -4.4934], [-0.9118, 0.0073, -3.3718], [0.2791, 0.3819, -3.0070], [0.9453, 1.2759, -3.6515], [2.1668, 1.5830, -3.3357], [2.8713, 2.4832, -3.9841], [2.8755, 0.7765, -1.9150], [-1.4684, -1.0582, -2.5658], [-2.6631, -1.7337, -2.8271], [-3.0609, -2.7531, -1.9760], [-2.2770, -3.0584, -0.8694], [-1.0978, -2.3483, -0.6794], [-0.7104, -1.3904, -1.5065], [-1.1282, 1.4581, -4.9177], [-2.6362, 0.9498, -4.1351], [-1.8432, -0.1147, -5.2831], [2.5000, 2.9165, -4.8215], [3.8348, 2.6699, -3.7421], [-3.2565, -1.4783, -3.6893], [-3.9657, -3.3104, -2.1716], [-2.5667, -3.8396, -0.1815], [-0.4326, -2.5646, 0.1549], [1.3620, 3.0023, 0.3818], [0.0907, 1.7303, 0.6325], [-0.0522, 1.2737, 2.3657], [-1.2557, 1.2846, 3.0634], [-1.2519, 0.9352, 4.4045], [-0.0667, 0.5819, 5.0347], [1.1331, 0.5880, 4.3344], [1.1462, 0.9446, 2.9982], [-1.4530, 1.9965, -0.2617], [-1.6389, 3.0866, -1.1037], [-2.8431, 3.2196, -1.7753], [-3.8463, 2.2763, -1.6037], [-3.6517, 1.1834, -0.7677], [-2.4506, 1.0341, -0.0973], [1.0174, 3.9419, 0.8144], [1.5706, 3.1392, -0.6810], [2.2845, 2.7118, 0.8950], [-2.1714, 1.5860, 2.5759], [-2.1740, 0.9480, 4.9636], [-0.0762, 0.2958, 6.0757], [2.0629, 0.3383, 4.8249], [2.0794, 0.9823, 2.4525], [-0.8725, 3.8379, -1.2073], [-2.9953, 4.0625, -2.4307], [-4.7867, 2.3923, -2.1203], [-4.4387, 0.4581, -0.6279], [-2.2892, 0.1965, 0.5734], [0.2957, -3.3002, 3.0900], [1.7989, -3.5569, 2.0954], [2.9549, -3.1784, 3.4256], [1.6939, -2.2734, 1.1560], [0.3435, -4.0040, 3.9156], [-0.6011, -3.4936, 2.5079], [0.2864, -2.2850, 3.4788], [3.2467, -4.1346, 3.8545], [2.5037, -2.5494, 4.1859], [3.8511, -2.7090, 3.0342], [4.7283, 0.1787, 0.1925], [3.2802, -1.1097, 0.1871], [3.5146, -0.6206, 2.1017], [4.2654, -2.5930, 0.8132], [4.1706, -1.7723, -1.4205], [1.6518, -1.9201, -2.0350], [0.6355, 0.4634, -0.1309]],
  "forces_ev_per_angstrom": [[-1.0, 1.7, -4.0], [0.1, 0.1, -0.2], [0.3, 0.4, -0.1], [0.3, -1.6, 1.8], [0.7, 1.8, -1.6], [-1.3, -0.8, 0.3], [0.4, 0.1, 0.0], [-0.3, 0.3, -0.6], [-0.6, -0.5, 0.1], [0.6, 0.4, 0.0], [0.2, 0.0, 0.2], [0.1, 0.2, -0.2], [-0.2, -0.6, 0.5], [-0.2, 0.2, -0.2], [0.0, 0.0, 0.0], [-0.1, 0.0, 0.1], [0.0, -0.1, 0.0], [0.0, -0.1, 0.1], [-0.1, 0.0, -0.1], [0.0, 0.1, -0.1], [-0.1, 0.0, 0.0], [0.1, 0.0, 0.0], [-0.1, 0.0, -0.1], [-0.4, -0.3, 0.0], [-1.0, 2.0, 1.2], [0.1, 0.3, -0.9], [-0.1, 0.0, 0.0], [-0.1, 0.0, 0.0], [0.0, -0.1, -0.1], [0.1, 0.0, -0.1], [0.0, 0.1, 0.0], [0.6, 0.0, 0.7], [0.0, 0.1, 0.1], [0.0, 0.0, -0.1], [0.1, 0.0, 0.0], [0.1, -0.1, 0.0], [-0.1, 0.0, 0.1], [-0.1, 0.0, 0.1], [-0.1, 0.0, 0.1], [-0.1, -0.1, 0.0], [-0.1, 0.0, 0.0], [-0.1, 0.0, 0.0], [0.0, 0.1, 0.1], [0.0, 0.0, 0.1], [0.1, -0.1, 0.2], [0.1, 0.1, -0.1], [-0.1, 0.1, 0.0], [-0.1, 0.0, 0.0], [-0.1, 0.0, 0.0], [-0.1, 0.0, 0.0], [0.2, -0.2, -0.3], [-0.4, 0.6, 0.7], [0.3, 0.0, 0.0], [-0.1, 0.2, -0.6], [0.0, -0.2, 0.1], [0.1, -0.1, -0.2], [0.2, 0.1, -0.1], [-0.1, -0.2, 0.0], [-0.2, 0.1, -0.1], [-0.1, -0.1, -0.2], [-1.6, -1.1, -0.4], [6.7, -1.5, 3.0], [-1.0, -0.1, -1.7], [-0.7, 0.7, -0.2], [-1.1, 0.6, 1.1], [1.5, -4.4, -2.1], [-1.3, 1.8, 3.5]],
  "total_charge": 3,
  "multiplicity": 1,
  "homo_energy_ev": -17.5,
  "energy_ev": -111862.17429
}